{
  "formula": "C2H2O3S",
  "method": "ωB97M-V with the def2-TZVPD basis set",
  "de_lowest_kcal_mol": 7.7,
  "fmax_ev_per_a": 2.4,
  "lumo_energy_ha": -0.024,
  "e_tot_ev": -19084.1118,
  "homo_ev": -10.62,
  "total_charge": 0,
  "smiles": "O=C(O)C(=O)S",
  "elements": ["C", "C", "H", "H", "O", "O", "O", "S"],
  "coordinates": [[-1.0079, -0.3987, -0.0124], [0.2177, 0.4847, -0.0136], [-1.8666, 1.2416, 0.0616], [2.5460, 0.6987, 0.1848], [-2.1025, 0.3112, -0.0125], [-0.9577, -1.5818, 0.0261], [0.0698, 1.7027, 0.0056], [1.7490, -0.3696, -0.0152]],
  "forces_ev_per_a": [[0.2, 0.1, 0.2], [1.0, 2.2, 0.1], [0.2, 0.6, -0.1], [-0.4, 0.1, -0.1], [-1.3, -0.2, 0.0], [0.1, -1.0, -0.1], [0.2, -1.5, 0.0], [-0.1, -0.3, 0.1]]
}